C35H73NO10PS2 | ωB97M-V/def2-TZVPD

Its spin multiplicity is 1. As for the charge: +1. The calculation puts the energy above the lowest of the compared OMol25 structures with the same formula, charge and spin at 6.83 kcal/mol. The gap between HOMO and LUMO comes out at 7.93 eV. The calculation puts the electronic energy at -3322.04669 a.u. Its LUMO energy is -2.7065 eV.

Last column: Löwdin charge in e.
Geometry (Å):
1 S -0.313 2.147 1.469  0.246
2 P 0.509 1.391 -0.118  0.413
3 C -0.588 1.345 -1.613  -0.911
4 S 0.589 1.417 -3.001  0.828
5 C -1.394 0.043 -1.669  -0.229
6 C -2.661 0.022 -0.814  -0.172
7 C -3.506 1.269 -1.027  -0.163
8 C -2.738 2.565 -0.867  -0.144
9 N -1.477 2.574 -1.688  0.036
10 H 0.911 0.057 -0.020  -0.015
11 H 1.642 2.101 -0.533  -0.015
12 H -0.300 1.106 -3.951  -0.104
13 H -0.719 -0.753 -1.346  0.086
14 H -1.647 -0.184 -2.707  0.112
15 H -2.426 -0.141 0.236  0.117
16 H -3.248 -0.825 -1.170  0.122
17 H -3.927 1.239 -2.037  0.128
18 H -4.330 1.317 -0.318  0.120
19 H -3.346 3.393 -1.233  0.141
20 H -2.501 2.784 0.166  0.065
21 H -1.747 2.672 -2.667  0.160
22 H -0.917 3.403 -1.475  0.164
23 C -2.857 6.992 3.470  -0.005
24 C -2.192 6.521 2.206  -0.495
25 O -2.558 6.898 1.113  0.046
26 C -1.043 5.554 2.350  -0.050
27 H -3.645 7.703 3.235  0.068
28 H -3.288 6.146 4.009  0.095
29 H -2.127 7.475 4.121  0.096
30 H -1.382 4.645 2.849  0.059
31 H -0.242 5.992 2.946  0.092
32 H -0.658 5.300 1.366  0.051
33 C 1.584 -3.898 1.096  -0.014
34 C 1.081 -3.157 -0.108  -0.460
35 O 0.770 -1.978 -0.046  -0.008
36 C 0.983 -3.925 -1.392  -0.007
37 H 1.599 -3.229 1.954  0.087
38 H 0.936 -4.749 1.307  0.095
39 H 2.585 -4.281 0.912  0.070
40 H 0.307 -4.772 -1.263  0.098
41 H 1.964 -4.302 -1.677  0.062
42 H 0.615 -3.283 -2.188  0.080
43 C 3.258 -5.677 -5.354  -0.014
44 C 3.663 -4.375 -4.713  -0.490
45 O 3.143 -3.993 -3.685  0.027
46 C 4.747 -3.595 -5.402  -0.014
47 H 2.474 -6.150 -4.767  0.082
48 H 2.897 -5.497 -6.368  0.087
49 H 4.118 -6.347 -5.407  0.087
50 H 4.442 -3.332 -6.414  0.053
51 H 5.655 -4.199 -5.456  0.093
52 H 4.953 -2.682 -4.847  0.084
53 C 7.275 -6.364 -1.551  -0.020
54 C 5.918 -6.648 -2.153  -0.499
55 O 5.781 -7.439 -3.057  0.066
56 C 4.748 -5.893 -1.575  -0.025
57 H 8.031 -6.964 -2.051  0.082
58 H 7.519 -5.306 -1.662  0.085
59 H 7.269 -6.602 -0.486  0.079
60 H 4.901 -4.820 -1.707  0.086
61 H 4.637 -6.104 -0.509  0.061
62 H 3.839 -6.187 -2.093  0.077
63 C 3.339 -6.599 4.028  -0.018
64 C 3.864 -6.911 2.651  -0.481
65 O 3.436 -6.356 1.662  0.043
66 C 4.947 -7.956 2.570  -0.009
67 H 2.566 -5.836 3.969  0.078
68 H 2.931 -7.503 4.482  0.084
69 H 4.154 -6.244 4.661  0.085
70 H 4.585 -8.899 2.982  0.093
71 H 5.811 -7.644 3.158  0.090
72 H 5.243 -8.103 1.534  0.075
73 C -6.812 10.582 4.590  -0.017
74 C -6.479 9.153 4.241  -0.502
75 O -6.120 8.359 5.078  0.060
76 C -6.602 8.770 2.784  -0.021
77 H -6.682 10.736 5.658  0.083
78 H -6.154 11.259 4.042  0.074
79 H -7.844 10.805 4.314  0.086
80 H -5.938 9.394 2.182  0.062
81 H -7.625 8.925 2.439  0.086
82 H -6.332 7.724 2.656  0.077
83 C 3.564 0.360 -8.379  -0.022
84 C 3.855 -1.053 -8.826  -0.490
85 O 4.293 -1.880 -8.060  0.060
86 C 3.575 -1.379 -10.271  -0.019
87 H 3.808 0.467 -7.325  0.078
88 H 4.158 1.066 -8.962  0.087
89 H 2.509 0.591 -8.537  0.083
90 H 4.169 -0.735 -10.922  0.088
91 H 2.521 -1.211 -10.497  0.086
92 H 3.825 -2.418 -10.467  0.084
93 C 6.016 -7.629 7.966  -0.021
94 C 4.642 -7.850 7.383  -0.509
95 O 4.463 -8.582 6.439  0.054
96 C 3.500 -7.111 8.040  -0.024
97 H 6.747 -8.211 7.412  0.082
98 H 6.280 -6.571 7.915  0.085
99 H 6.032 -7.931 9.014  0.087
100 H 3.672 -6.034 7.991  0.085
101 H 3.425 -7.395 9.091  0.087
102 H 2.568 -7.352 7.535  0.080
103 C -8.505 0.418 1.687  -0.021
104 C -7.925 0.135 0.323  -0.509
105 O -8.329 0.683 -0.673  0.072
106 C -6.795 -0.871 0.257  -0.031
107 H -9.300 1.154 1.599  0.084
108 H -8.907 -0.498 2.122  0.088
109 H -7.730 0.800 2.354  0.085
110 H -7.119 -1.839 0.639  0.087
111 H -5.956 -0.523 0.864  0.074
112 H -6.478 -0.982 -0.778  0.076
113 C -4.204 12.460 0.260  -0.021
114 C -3.908 11.241 1.101  -0.503
115 O -4.045 11.252 2.303  0.058
116 C -3.446 10.001 0.376  -0.023
117 H -4.530 13.277 0.899  0.082
118 H -3.310 12.763 -0.287  0.086
119 H -4.986 12.233 -0.466  0.086
120 H -2.528 10.201 -0.180  0.090
121 H -4.211 9.675 -0.331  0.091
122 H -3.260 9.206 1.090  0.049

Forces on the atoms, in the same order (eV/Å):
S 0.1 0.0 -0.1
P -0.2 0.2 1.2
C 0.5 -0.3 -0.7
S 0.1 0.3 0.2
C -0.1 -0.1 0.2
C -0.1 0.0 -0.2
C 0.2 0.1 -0.2
C -0.7 0.3 0.2
N 0.0 -0.1 0.0
H 0.1 -0.1 -0.3
H 0.1 0.0 -0.3
H -0.1 -0.2 -0.1
H 0.0 0.0 -0.1
H -0.1 0.2 -0.1
H 0.0 0.1 0.1
H 0.0 -0.2 0.3
H -0.1 0.0 0.0
H -0.1 -0.1 -0.1
H 0.1 0.1 -0.1
H 0.4 -0.2 0.0
H 0.0 0.0 -0.1
H 0.0 0.0 0.1
C -0.1 0.1 -0.1
C 0.0 0.1 0.1
O 0.0 -0.2 -0.1
C -0.1 0.1 -0.1
H 0.0 0.0 0.0
H 0.1 0.0 0.1
H 0.0 -0.1 0.1
H 0.0 0.0 0.1
H 0.0 0.0 0.1
H 0.0 0.0 0.0
C -0.1 0.4 0.0
C 0.0 -0.2 0.0
O -0.1 0.1 -0.1
C -0.2 0.2 0.1
H 0.0 0.0 0.0
H 0.1 -0.1 -0.1
H 0.0 -0.2 0.0
H 0.1 -0.1 0.0
H 0.0 -0.1 0.0
H 0.0 0.0 0.0
C -0.1 0.0 0.1
C 0.0 -0.2 0.0
O 0.0 0.1 -0.1
C -0.1 0.1 0.2
H 0.0 0.0 0.0
H 0.1 0.0 0.0
H 0.0 0.0 0.0
H 0.1 -0.1 0.0
H 0.0 0.0 -0.1
H 0.0 0.0 0.0
C 0.0 -0.1 -0.1
C 0.0 0.0 0.1
O 0.0 0.0 -0.1
C -0.1 -0.1 -0.1
H 0.0 0.0 0.0
H 0.0 0.0 0.1
H 0.0 0.1 0.0
H 0.0 0.0 0.1
H 0.0 0.1 0.0
H 0.0 0.0 0.0
C -0.2 0.2 -0.1
C 0.1 -0.1 0.1
O 0.1 0.0 0.0
C 0.0 0.1 -0.2
H 0.0 0.0 0.0
H 0.1 0.0 0.1
H 0.0 -0.1 0.1
H 0.0 0.0 0.1
H 0.0 -0.1 0.1
H 0.0 0.0 0.0
C 0.0 0.0 0.1
C 0.0 0.2 -0.1
O 0.0 -0.1 0.0
C 0.0 -0.1 0.0
H 0.0 0.0 0.0
H 0.0 0.0 -0.1
H 0.0 0.0 -0.1
H -0.1 0.0 0.0
H 0.0 0.1 0.0
H 0.0 0.0 0.0
C 0.0 -0.1 0.1
C 0.0 0.0 -0.1
O -0.1 0.1 0.0
C 0.1 -0.1 0.1
H 0.0 0.0 0.0
H -0.1 0.0 -0.1
H 0.0 0.0 -0.1
H -0.1 0.1 0.0
H 0.0 0.1 0.0
H 0.0 0.0 0.0
C 0.0 -0.1 -0.1
C 0.0 0.0 0.1
O 0.0 0.0 -0.1
C -0.1 -0.1 -0.1
H 0.0 0.0 0.0
H 0.0 0.0 0.1
H 0.0 0.1 0.0
H 0.0 0.0 0.1
H 0.0 0.1 0.0
H 0.0 0.0 0.0
C -0.1 0.1 -0.1
C 0.0 0.0 0.1
O 0.0 0.1 0.0
C 0.0 0.1 -0.1
H 0.0 0.0 0.0
H 0.1 0.0 0.0
H 0.0 -0.1 0.0
H 0.0 0.0 0.1
H 0.0 -0.1 0.1
H 0.0 0.0 0.0
C 0.0 0.0 0.2
C 0.0 0.0 -0.2
O -0.1 0.0 0.1
C 0.0 0.1 0.2
H 0.0 0.0 0.0
H 0.0 0.0 -0.1
H 0.1 0.0 -0.1
H -0.1 0.0 -0.1
H 0.0 0.0 -0.1
H 0.0 -0.1 0.0